Molecular formula: C21H39FNO2S
Method: DFT, wB97M-V/def2-TZVPD

Summary:
- Frontier orbital gap: 6.0 eV
- Multiplicity: 1
- HOMO: -9.87 eV
- Charge: +1

Geometry as XYZ:
```
65
C21H39FNO2S wB97M-V/def2-TZVPD
C 2.587 1.019 -0.822
C 2.840 -0.498 -0.846
C 1.632 -1.281 -1.305
F 1.490 -1.228 -2.677
C 1.645 -2.743 -0.934
N 2.633 -3.330 -0.369
C 2.475 -4.763 -0.056
C 0.961 -4.949 -0.326
C 0.566 -3.730 -1.197
C -0.873 -3.309 -0.876
C -1.611 -2.627 -2.050
C -2.544 -1.536 -1.491
C -3.032 -0.584 -2.582
C -3.737 -2.143 -0.728
C -3.824 -1.784 0.765
C -3.552 -0.328 1.037
C -2.349 0.177 1.416
C -1.687 1.361 0.741
C -1.556 -0.456 2.558
H 2.839 1.419 0.157
H 3.256 1.512 -1.522
H 1.555 1.297 -1.017
H 3.722 -0.712 -1.450
H 3.083 -0.822 0.169
H 0.734 -0.850 -0.849
H 3.521 -2.916 -0.109
H 3.155 -5.408 -0.599
H 2.603 -4.810 1.023
H 0.679 -5.890 -0.789
H 0.456 -4.976 0.638
H 0.622 -4.079 -2.232
H -1.416 -4.226 -0.652
H -0.935 -2.695 0.025
H -2.242 -3.352 -2.565
H -0.901 -2.179 -2.746
H -1.919 -0.937 -0.827
H -3.636 0.188 -2.101
H -3.679 -1.069 -3.312
H -2.197 -0.087 -3.075
H -4.661 -1.927 -1.261
H -3.628 -3.230 -0.773
H -4.849 -2.004 1.081
H -3.191 -2.432 1.374
H -4.377 0.367 0.885
H -2.044 1.458 -0.283
H -1.838 2.328 1.225
H -0.624 1.130 0.670
H -2.163 -0.406 3.453
H -1.300 -1.495 2.325
H -0.610 0.071 2.675
C 1.843 6.029 2.424
C 2.889 6.105 1.303
C 2.844 4.773 0.542
S 1.165 4.154 0.724
O 1.203 2.929 1.492
O 0.491 4.209 -0.548
C 0.578 5.473 1.777
H 1.662 7.002 2.876
H 2.188 5.352 3.208
H 2.639 6.924 0.627
H 3.886 6.298 1.694
H 3.060 4.894 -0.516
H 3.517 4.037 0.977
H -0.140 5.074 2.490
H 0.099 6.214 1.137
```

Atomic partial charges in e from the Mulliken method, atoms 1 to 4: number 1, C, carries -1.149; number 2, C, carries -1.005; number 3, C, carries 1.891; number 4, F, carries -0.388


Molecular formula: C24H26N4SiTa
Method: DFT, wB97M-V/def2-TZVPD

Summary:
- Frontier orbital gap (spin up / spin down): 3.7 / 3.7 eV
- Multiplicity: 1
- HOMO (spin up / spin down): -16.15 / -16.15 eV
- Charge: +3

Geometry as XYZ:
```
56
C24H26N4SiTa wB97M-V/def2-TZVPD
C 0.358 1.873 2.986
C 0.555 2.392 1.677
C -0.585 2.066 0.882
H 1.393 3.031 1.391
C -1.531 1.396 1.739
C -0.925 1.264 3.037
H -1.441 0.986 3.943
H 1.006 2.103 3.826
H -0.777 2.449 -0.122
H -2.567 1.205 1.455
Ta 0.241 0.146 1.549
C 2.167 -0.180 0.266
H 2.397 0.578 -0.506
H 2.306 -1.171 -0.203
H 2.961 -0.072 1.008
Si -0.147 -0.493 -1.772
C 1.460 -0.481 -2.780
C 2.282 0.655 -2.924
H 2.042 1.575 -2.380
C 3.445 0.601 -3.706
H 4.052 1.497 -3.806
C 3.818 -0.565 -4.367
H 4.685 -0.584 -5.018
C 3.043 -1.713 -4.186
H 3.301 -2.638 -4.702
C 1.907 -1.698 -3.357
H 1.358 -2.632 -3.158
C -1.427 0.359 -2.857
C -1.117 0.702 -4.191
H -0.271 0.222 -4.691
C -1.829 1.712 -4.859
H -1.575 1.961 -5.890
C -2.870 2.403 -4.227
H -3.433 3.178 -4.749
C -3.204 2.056 -2.913
H -4.033 2.565 -2.408
C -2.503 1.047 -2.231
H -2.756 0.836 -1.182
H -0.410 0.374 -0.512
H -0.241 -1.931 -1.364
N 0.296 -1.945 5.320
C 1.449 -1.235 5.697
C 1.826 -0.488 4.617
N 0.986 -0.770 3.541
C 0.087 -1.689 3.988
C -1.070 -1.995 3.174
N -1.396 -1.209 2.125
C -2.743 -1.428 1.835
C -3.167 -2.484 2.578
N -2.121 -2.828 3.440
H -0.293 -2.548 5.910
H 1.880 -1.350 6.673
H 2.609 0.255 4.563
H -3.261 -0.786 1.143
H -4.133 -2.946 2.627
H -2.083 -3.631 4.068
```

Atomic partial charges in e from the Mulliken method, atoms 1 to 4: number 1, C, carries -0.601; number 2, C, carries -0.365; number 3, C, carries -0.747; number 4, H, carries 0.523


Molecular formula: C28H81N3O11
Method: DFT, wB97M-V/def2-TZVPD

Summary:
- Frontier orbital gap (spin up / spin down): 7.6 / 1.4 eV
- Multiplicity: 2
- HOMO (spin up / spin down): -10.49 / -10.49 eV
- Charge: +1

Geometry as XYZ:
```
123
C28H81N3O11 wB97M-V/def2-TZVPD
C 1.576 3.805 10.756
C 0.029 3.718 10.836
C -0.448 2.486 11.710
O -0.066 1.359 10.957
C -0.286 0.082 11.578
N -0.503 5.061 11.061
H 1.804 4.678 10.144
H 1.986 2.826 10.510
H 1.868 3.931 11.799
H -0.225 3.528 9.793
H -1.536 2.440 11.751
H -0.048 2.425 12.722
H 0.148 0.026 12.577
H 0.079 -0.695 10.906
H -1.364 -0.078 11.628
H -0.033 5.668 10.404
H 0.010 5.334 11.887
C 1.463 1.258 20.916
C 1.456 2.639 21.337
C 0.105 3.310 21.107
O -0.835 2.680 22.048
C -2.174 3.222 21.889
N 1.835 2.759 22.741
H 1.272 1.127 19.850
H 0.641 0.747 21.417
H 2.403 0.783 21.197
H 2.135 3.250 20.742
H -0.218 3.066 20.095
H 0.119 4.399 21.163
H -2.984 2.535 22.135
H -2.296 3.610 20.878
H -2.447 4.020 22.581
H 2.182 3.679 22.974
H 0.970 2.514 23.201
C 1.137 -3.804 18.471
C 2.043 -2.652 18.003
C 1.985 -2.130 16.506
O 2.027 -3.203 15.618
C 1.496 -2.886 14.381
N 1.812 -1.508 18.863
H 1.126 -3.771 19.561
H 1.355 -4.779 18.035
H 0.097 -3.615 18.205
H 3.054 -3.009 18.203
H 2.709 -1.371 16.211
H 1.040 -1.590 16.441
H 0.626 -2.230 14.343
H 1.097 -3.737 13.828
H 2.345 -2.460 13.847
H 1.023 -0.906 18.675
H 1.695 -1.755 19.835
C -0.214 6.911 18.829
C -0.584 5.689 17.960
O 0.282 5.579 16.842
H -0.654 7.857 18.511
H 0.863 7.076 18.859
H -0.593 6.988 19.848
H -1.620 5.740 17.625
H -0.524 4.832 18.631
H 0.257 4.653 16.591
C -2.939 0.173 19.872
C -3.460 -1.214 19.535
O -2.366 -2.097 19.263
H -2.378 0.395 20.779
H -3.737 0.860 19.590
H -2.282 0.403 19.033
H -4.273 -1.237 18.808
H -3.921 -1.634 20.430
H -2.734 -2.984 19.244
C 3.865 5.431 15.234
C 5.347 5.478 15.624
O 5.680 6.687 16.239
H 3.457 4.444 15.014
H 3.758 6.132 14.406
H 3.182 5.785 16.005
H 5.981 5.218 14.777
H 5.695 4.687 16.288
H 6.105 7.233 15.573
C 6.307 1.194 18.098
C 5.030 0.610 18.749
O 4.093 0.467 17.761
H 6.390 2.280 18.155
H 6.340 0.928 17.041
H 7.166 0.692 18.541
H 4.682 1.186 19.606
H 5.113 -0.467 18.889
H 3.316 0.057 18.149
C 3.619 1.663 13.191
C 3.405 0.869 14.498
O 2.967 1.746 15.513
H 3.954 1.024 12.374
H 4.065 2.635 13.399
H 2.647 1.909 12.763
H 4.425 0.577 14.748
H 2.932 -0.105 14.367
H 3.445 1.463 16.295
C -0.423 1.378 15.721
C 0.089 2.077 16.925
O 0.961 3.094 16.603
H 0.019 1.844 14.840
H -1.506 1.302 15.629
H 0.063 0.410 15.605
H 0.757 1.430 17.494
H -0.683 2.133 17.692
H 1.661 2.712 16.069
C -3.217 4.094 14.679
C -3.898 2.792 14.636
O -3.762 2.138 15.914
H -2.166 4.040 14.963
H -3.570 4.797 15.433
H -3.365 4.578 13.713
H -3.546 2.159 13.822
H -4.918 2.955 14.287
H -4.587 1.655 16.009
C -3.089 -1.627 15.882
C -2.496 -3.063 15.827
O -3.590 -3.910 15.507
H -3.940 -1.686 16.560
H -3.559 -1.378 14.930
H -2.316 -0.932 16.211
H -1.973 -3.396 16.723
H -1.725 -3.081 15.057
H -4.103 -4.079 16.301
```

Atomic partial charges in e from the Mulliken method, atoms 1 to 4: number 1, C, carries -1.337; number 2, C, carries 0.034; number 3, C, carries 0.489; number 4, O, carries -0.411


Molecular formula: C5H9N
Method: DFT, wB97M-V/def2-TZVPD

Summary:
- Frontier orbital gap: 9.1 eV
- Multiplicity: 1
- Structure (SMILES): C=CC/C=C/N
- HOMO: -8.03 eV

Geometry as XYZ:
```
15
C5H9N wB97M-V/def2-TZVPD
C 1.574 0.630 1.761
C 1.729 -0.348 0.890
C 0.871 -0.602 -0.349
C -0.234 0.361 -0.614
C -1.324 0.025 -1.322
N -2.682 0.326 -1.049
H 2.025 0.784 2.736
H 0.894 1.425 1.489
H 2.533 -1.085 0.992
H 0.661 -1.657 -0.474
H 1.691 -0.507 -1.078
H -0.363 1.257 -0.009
H -1.304 -0.944 -1.814
H -3.345 -0.427 -1.026
H -2.727 0.760 -0.135
```

Atomic partial charges in e from the Mulliken method, atoms 1 to 4: number 1, C, carries -0.758; number 2, C, carries -0.132; number 3, C, carries -0.150; number 4, C, carries -0.313


Molecular formula: H8O4
Method: DFT, wB97M-V/def2-TZVPD

Summary:
- Frontier orbital gap: 12.7 eV
- Multiplicity: 1
- Structure (SMILES): O.O.O.O
- HOMO: -11.54 eV

Geometry as XYZ:
```
12
H8O4 wB97M-V/def2-TZVPD
O -2.139 6.110 -12.509
H -2.909 6.644 -12.539
H -1.850 5.623 -13.290
O -1.339 -3.699 6.690
H -2.095 -3.149 6.508
H -0.687 -3.221 6.194
O 0.650 0.043 -5.798
H 1.323 0.547 -5.320
H -0.178 0.564 -5.864
O 2.931 -3.144 11.627
H 2.447 -3.159 12.478
H 3.847 -3.157 11.823
```

Atomic partial charges in e from the Mulliken method, atoms 1 to 4: number 1, O, carries -0.643; number 2, H, carries 0.317; number 3, H, carries 0.326; number 4, O, carries -0.627


Molecular formula: C6H13N
Method: DFT, wB97M-V/def2-TZVPD

Summary:
- Frontier orbital gap: 9.4 eV
- Multiplicity: 1
- Structure (SMILES): C/C=C(\C)CCN
- HOMO: -8.45 eV

Geometry as XYZ:
```
20
C6H13N wB97M-V/def2-TZVPD
C -0.680 -2.249 2.047
C -0.838 -1.366 0.798
C 0.047 -0.511 0.270
C 1.542 -0.506 0.461
C -0.533 0.396 -0.845
C 0.149 1.722 -0.998
N -0.445 2.462 -2.130
H 0.278 -2.743 1.917
H -1.475 -3.016 1.990
H -0.870 -1.828 3.039
H -1.631 -1.614 0.088
H 1.990 -0.970 -0.408
H 1.853 -0.869 1.448
H 1.829 0.562 0.544
H -1.554 0.634 -0.516
H -0.569 -0.117 -1.807
H 1.229 1.671 -1.163
H 0.098 2.258 -0.055
H -0.619 3.407 -1.794
H 0.201 2.677 -2.886
```

Atomic partial charges in e from the Mulliken method, atoms 1 to 4: number 1, C, carries -1.149; number 2, C, carries -0.367; number 3, C, carries 0.673; number 4, C, carries -1.277


Molecular formula: C26H28N5Sn
Method: DFT, wB97M-V/def2-TZVPD

Summary:
- Frontier orbital gap (spin up / spin down): 5.5 / 5.5 eV
- Multiplicity: 1
- HOMO (spin up / spin down): -17.29 / -17.28 eV
- Charge: +3

Geometry as XYZ:
```
60
C26H28N5Sn wB97M-V/def2-TZVPD
Sn 0.082 0.585 -0.993
C 0.447 2.111 1.965
N -0.704 2.119 1.035
C -0.805 3.419 0.345
C -1.914 1.731 1.680
C -2.678 2.628 2.392
C -3.809 2.207 3.095
C -4.286 0.893 2.969
C -3.580 -0.012 2.235
C -2.328 0.350 1.617
N -1.612 -0.458 0.843
C -1.749 -1.801 0.832
C -2.125 -2.573 1.970
C -2.517 -3.880 1.836
C -2.542 -4.455 0.564
C -2.084 -3.746 -0.550
C -1.590 -2.467 -0.429
N -1.001 -1.769 -1.543
C -1.968 -1.529 -2.633
C 0.174 -2.530 -2.037
H 0.370 2.928 2.689
H 0.493 1.171 2.514
H 1.373 2.246 1.402
H -0.733 4.270 1.027
H 0.023 3.502 -0.362
H -1.740 3.482 -0.208
H -2.365 3.660 2.480
H -4.331 2.912 3.730
H -5.230 0.615 3.417
H -4.010 -0.977 2.016
H -2.021 -2.130 2.954
H -2.801 -4.464 2.700
H -2.862 -5.482 0.443
H -2.087 -4.235 -1.516
H -2.292 -2.457 -3.109
H -2.842 -1.005 -2.246
H -1.498 -0.906 -3.397
H -0.109 -3.485 -2.485
H 0.692 -1.940 -2.796
H 0.857 -2.725 -1.209
C 3.280 -0.965 1.911
C 4.495 -0.606 1.342
C 4.503 0.066 0.130
C 3.305 0.372 -0.502
N 2.129 0.013 0.057
C 2.128 -0.636 1.231
C 3.241 1.081 -1.801
C 4.361 1.492 -2.506
C 4.202 2.119 -3.736
C 2.924 2.326 -4.231
C 1.855 1.905 -3.462
N 2.007 1.301 -2.280
H 3.232 -1.492 2.853
H 5.425 -0.851 1.836
H 5.448 0.347 -0.307
H 1.152 -0.901 1.624
H 5.356 1.338 -2.117
H 5.068 2.444 -4.297
H 2.756 2.800 -5.187
H 0.834 2.048 -3.799
```

Atomic partial charges in e from the Mulliken method, atoms 1 to 4: number 1, Sn, carries 0.980; number 2, C, carries -1.132; number 3, N, carries 0.858; number 4, C, carries -1.248


Molecular formula: CH4NO3
Method: DFT, wB97M-V/def2-TZVPD

Summary:
- Frontier orbital gap: 8.8 eV
- Multiplicity: 1
- HOMO: -4.43 eV
- Charge: -1

Geometry as XYZ:
```
9
CH4NO3 wB97M-V/def2-TZVPD
C -2.060 -0.564 -0.187
N 1.992 0.407 0.578
O 1.758 0.417 -0.850
O -1.035 -0.636 -0.919
O -2.299 0.197 0.747
H -2.851 -1.521 -0.305
H 0.962 0.534 0.927
H 0.895 -0.003 -0.855
H 2.637 1.169 0.865
```

Atomic partial charges in e from the Mulliken method, atoms 1 to 4: number 1, C, carries 0.035; number 2, N, carries -0.464; number 3, O, carries -0.394; number 4, O, carries -0.624


Molecular formula: C19H22N6O4S
Method: DFT, wB97M-V/def2-TZVPD

Summary:
- Frontier orbital gap: 8.6 eV
- Multiplicity: 1
- Structure (SMILES): CCC(=O)Nc1cccc(NC(=O)CSc2nc3c(c(=O)n(C)c(=O)n3C)n2C)c1
- HOMO: -8.18 eV

Geometry as XYZ:
```
52
C19H22N6O4S wB97M-V/def2-TZVPD
C -4.935 -0.703 0.563
C -3.903 0.321 0.093
C -2.477 -0.165 0.279
O -1.675 0.394 0.993
N -2.205 -1.287 -0.450
C -1.004 -1.985 -0.567
C -0.906 -2.940 -1.579
C 0.276 -3.630 -1.766
C 1.370 -3.372 -0.963
C 1.269 -2.436 0.064
N 2.421 -2.183 0.819
C 2.561 -1.365 1.891
O 1.663 -0.897 2.551
C 4.015 -1.034 2.194
S 4.642 0.053 0.839
C 3.113 0.731 0.320
N 2.490 0.349 -0.783
C 1.350 1.068 -0.789
C 1.294 1.909 0.312
C 0.205 2.818 0.523
O 0.116 3.674 1.379
N -0.786 2.649 -0.446
C -1.963 3.481 -0.262
C -0.811 1.728 -1.477
O -1.789 1.581 -2.186
N 0.339 1.001 -1.695
C 0.449 0.127 -2.842
N 2.449 1.680 1.012
C 2.778 2.241 2.291
C 0.078 -1.754 0.276
H -5.935 -0.287 0.470
H -4.765 -0.956 1.607
H -4.894 -1.620 -0.021
H -4.013 1.239 0.671
H -4.049 0.561 -0.963
H -2.927 -1.589 -1.088
H -1.753 -3.131 -2.222
H 0.350 -4.363 -2.554
H 2.303 -3.891 -1.129
H 3.273 -2.517 0.388
H 4.659 -1.912 2.203
H 4.090 -0.505 3.143
H -1.663 4.529 -0.274
H -2.662 3.271 -1.066
H -2.411 3.257 0.706
H 0.814 -0.847 -2.522
H 1.151 0.552 -3.562
H -0.536 0.041 -3.294
H 2.287 3.209 2.378
H 2.404 1.587 3.084
H 3.859 2.349 2.378
H -0.006 -1.036 1.073
```

Atomic partial charges in e from the Mulliken method, atoms 1 to 4: number 1, C, carries -1.268; number 2, C, carries -0.721; number 3, C, carries 0.580; number 4, O, carries -0.562